An isolated ion of composition C5H11N2 and charge +1 at a distorted geometry, computed with ωB97M-V/def2-TZVPD.

XYZ file:
```
18
Properties=species:S:1:pos:R:3:mulliken_charge:R:1
C 2.01320 -1.10284 0.99422 -0.82
N 0.88275 -0.65683 0.11563 0.65
C 1.06735 -0.89709 -1.34513 -0.95
N 0.01199 0.04722 0.63642 -0.52
C -1.17218 0.70996 -0.18938 0.15
C -2.31428 1.15720 0.64062 -0.59
C -1.36236 2.18263 0.14346 -0.65
H 1.77903 -2.04575 1.24123 0.39
H 1.82874 -0.53515 1.97615 0.34
H 2.87774 -1.03421 0.36852 0.34
H 1.27870 0.04530 -1.87487 0.38
H 0.04217 -1.32507 -1.74486 0.36
H 1.83204 -1.60651 -1.46224 0.42
H -1.05726 0.29295 -1.25851 0.39
H -2.30297 0.76040 1.61785 0.28
H -3.30796 1.10792 0.11268 0.26
H -1.38083 2.67380 -0.84791 0.27
H -0.63994 2.57937 0.72778 0.32
```

Values from the calculation:
HOMO (eV): -15.06
Gap between HOMO and LUMO (eV): 10.199
Calculated total energy (eV): -8333.170
Energy above the lowest of the compared OMol25 structures with the same formula, charge and spin (eV): 3.949
Net charge: +1
F_max (Eh/bohr): 0.106